Entry 1:
Entry from the Open Molecules 2025 dataset: a structure of composition C55H40BrNO6P2STi at a distorted geometry (ωB97M-V with the def2-TZVPD basis set).

Geometry (Å):
Ti1 1.0368 -1.6288 -0.0682
O1 -0.7774 -1.6763 0.3097
S1 -1.6338 -0.4764 -0.2123
C1 -2.5093 -1.1382 -1.5896
C2 -3.4632 -2.1356 -1.5870
C3 -4.2842 -2.3656 -2.7060
C4 -4.1761 -1.5271 -3.7921
C5 -4.9042 -1.4647 -5.1073
C6 -4.2337 -0.3003 -5.8901
C7 -3.0838 0.1387 -5.0214
C8 -2.0321 0.9991 -5.2133
C9 -1.0113 1.0486 -4.2444
C10 -1.0714 0.3650 -3.0424
P1 0.4919 -0.0042 -2.1346
C11 1.2736 1.6297 -1.9637
C12 0.4857 2.7729 -2.1085
C13 1.0766 4.0198 -2.2217
C14 2.4547 4.1437 -2.1681
C15 3.2409 3.0217 -1.9486
C16 2.6595 1.7689 -1.8433
C17 1.3133 -0.7772 -3.5733
C18 0.7859 -2.0120 -3.9642
C19 1.2813 -2.6610 -5.0816
C20 2.3099 -2.0823 -5.8127
C21 2.8303 -0.8561 -5.4299
C22 2.3310 -0.1946 -4.3173
C23 -2.2229 -0.4110 -2.7731
C24 -3.1458 -0.5698 -3.8103
C25 -2.8556 -0.1007 1.0140
C26 -4.1999 -0.3550 0.8339
C27 -5.1949 0.1965 1.6518
C28 -4.8099 1.0647 2.6367
C29 -5.6222 1.8638 3.6134
C30 -4.5827 2.6299 4.4658
C31 -3.2497 2.2205 3.9040
C32 -1.9704 2.5544 4.2577
C33 -0.9164 1.9712 3.5457
C34 -1.0732 1.1151 2.4641
P2 0.5302 0.3737 1.8676
C35 1.6430 1.8245 1.9047
C36 2.9940 1.6293 2.1933
C37 3.8599 2.7074 2.2844
C38 3.3867 3.9920 2.0720
C39 2.0530 4.1913 1.7496
C40 1.1848 3.1158 1.6519
C41 0.8527 -0.4831 3.4703
C42 1.8111 -0.1258 4.4120
C43 1.8520 -0.7763 5.6393
C44 0.9441 -1.7807 5.9362
C45 -0.0247 -2.1318 5.0053
C46 -0.0713 -1.4825 3.7836
C47 -2.3962 0.7659 2.0628
C48 -3.4375 1.3245 2.8367
H1 -3.5906 -2.7580 -0.7090
H2 -5.0014 -3.1751 -2.6787
H3 -5.9759 -1.3149 -4.9767
H4 -4.7783 -2.4090 -5.6405
H5 -4.9242 0.5283 -6.0568
H6 -3.8885 -0.6227 -6.8724
H7 -1.9323 1.5779 -6.1222
H8 -0.1124 1.6068 -4.4805
H9 -0.5900 2.6770 -2.1864
H10 0.4571 4.8959 -2.3646
H11 2.9190 5.1120 -2.3035
H12 4.3162 3.1197 -1.8774
H13 3.2912 0.9015 -1.7362
H14 -0.0235 -2.4565 -3.3918
H15 0.8742 -3.6196 -5.3741
H16 2.7024 -2.5908 -6.6829
H17 3.6362 -0.4111 -5.9981
H18 2.7413 0.7653 -4.0331
H19 -4.5153 -0.9810 0.0160
H20 -6.2321 -0.0456 1.4646
H21 -6.2463 1.2102 4.2243
H22 -6.2969 2.5400 3.0864
H23 -4.6604 2.3685 5.5218
H24 -4.7098 3.7109 4.3967
H25 -1.7602 3.2286 5.0775
H26 0.0874 2.1992 3.8798
H27 3.3548 0.6334 2.4070
H28 4.9008 2.5428 2.5324
H29 4.0563 4.8370 2.1661
H30 1.6823 5.1931 1.5755
H31 0.1413 3.2847 1.4220
H32 2.5136 0.6734 4.2144
H33 2.5902 -0.4803 6.3735
H34 0.9732 -2.2722 6.8996
H35 -0.7500 -2.9018 5.2348
H36 -0.8563 -1.7227 3.0757
O2 5.0984 -3.4410 4.3714
C49 4.3102 -3.0244 3.3976
C50 4.6608 -2.0296 2.4739
C51 3.7518 -1.6536 1.5204
N1 2.5215 -2.1928 1.4193
C52 2.2317 -3.1945 2.2649
Br1 0.5933 -4.0644 1.9304
C53 3.0571 -3.6302 3.2662
H37 5.9634 -3.0144 4.3683
H38 5.6403 -1.5702 2.4990
H39 4.0111 -0.9040 0.7877
H40 2.7693 -4.4366 3.9250
O3 4.1002 -2.1096 -2.3768
C54 3.0788 -2.1921 -1.7826
O4 2.5486 -1.2709 -0.9681
C55 2.1237 -3.4405 -1.7846
O5 2.3308 -4.4509 -2.3589
O6 1.0864 -3.1569 -0.9776

DFT total energy   -7130.12442 a.u.
Total charge   +2
LUMO level   -6.01 eV
HOMO level   -0.471 Ha



Entry 2:
Entry from the Open Molecules 2025 dataset: a structure of composition H3NO3P3 at a distorted geometry (ωB97M-V with the def2-TZVPD basis set).

Geometry (Å):
N1 -0.2815 -1.4392 0.6621
O1 -2.6098 -0.1486 0.8433
O2 -1.4575 -0.2210 -1.5450
O3 1.1352 0.8766 0.8162
P1 -0.1039 2.0692 0.2058
P2 1.0710 -0.6056 0.3107
P3 -1.4495 -0.2537 -0.0451
H1 0.0540 1.6932 -1.0493
H2 1.4511 -0.8177 -1.0555
H3 2.1908 -1.1531 0.8569

DFT total energy   -1306.44179 a.u.
Total charge   -1
LUMO level   3.92 eV
HOMO level   -0.141 Ha



Entry 3:
Entry from the Open Molecules 2025 dataset: a structure of composition B2F8Rb at a distorted geometry (ωB97M-V with the def2-TZVPD basis set).

Geometry (Å):
Rb1 10.3713 24.0198 -9.6573
B1 9.7984 21.6021 -8.8246
F1 9.0815 20.4014 -8.9263
F2 8.8216 22.4794 -8.8876
F3 10.5236 21.6064 -7.6582
F4 10.5317 21.7856 -9.9460
B2 8.4702 23.2459 -11.3795
F5 7.7573 22.2833 -12.1008
F6 9.7604 22.9197 -11.5724
F7 8.1752 24.4704 -11.9112
F8 8.0840 23.1292 -10.0765

DFT total energy   -873.05738 a.u.
Total charge   -1
LUMO level   2.00 eV
HOMO level   -0.183 Ha